C4H7ClO | ωB97M-V/def2-TZVPD

For the energy relative to the best compared isomer or geometry (same formula, charge and spin), the calculation gives 129.4 kJ/mol. The HOMO energy comes out at -10.3703 eV. As for the total energy: -691.99663 Ha. The calculation puts the orbital gap at 0.41199 Eh.

Geometry as ORCA input:
```
! RIJCOSX wB97M-V def2-TZVPD def2/J DEFGRID3
* xyz 0 1
O 0.92289 1.59934 -0.76321
C 0.96265 0.42042 0.10439
C -0.26545 0.43406 0.99248
C -0.91479 -0.46478 -0.10243
Cl -2.04547 -1.72265 0.55264
C 0.46440 -0.85744 -0.61336
H -0.00851 1.68264 -1.18560
H 1.94075 0.45959 0.62040
H -0.75113 1.42031 1.19424
H -0.02976 -0.20278 1.88662
H -1.56125 -0.00275 -0.93703
H 0.59862 -1.00388 -1.70282
H 0.68704 -1.76207 -0.04633
*
```

These are the Löwdin partial charges, in e, on atoms 1 to 6: O -0.0835; C -0.3579; C -0.1454; C -0.7003; Cl 0.5408; C -0.1339

C4H7ClO | ωB97M-V/def2-TZVPD

For the energy relative to the best compared isomer or geometry (same formula, charge and spin), the calculation gives 394.6 kJ/mol. The HOMO energy (spin up / spin down) comes out at -8.9886 / -6.8722 eV. As for the total energy: -691.89564 Ha. The calculation puts the orbital gap (spin up / spin down) at 0.34788 / 0.22998 Eh.

Geometry as ORCA input:
```
! RIJCOSX wB97M-V def2-TZVPD def2/J DEFGRID3
* xyz 0 1
C -2.06864 0.84981 1.01927
C 1.39068 0.87123 -0.51448
C -0.01241 -1.29913 -0.42025
C 0.91693 -0.36081 0.16054
O -2.43001 -0.01653 0.25723
Cl 1.38337 -0.56241 1.78988
H -2.81029 1.52643 1.47534
H 0.87844 0.99903 -1.46404
H 2.46699 0.83016 -0.69876
H 1.21257 1.75027 0.10782
H 0.00765 -2.26917 0.07180
H -1.07394 -0.91465 -0.29176
H 0.13867 -1.40423 -1.49259
*
```

These are the Löwdin partial charges, in e, on atoms 1 to 6: C 0.0230; C -0.1480; C -0.1625; C -0.8024; O -0.0369; Cl 0.6480

C4H7ClO | ωB97M-V/def2-TZVPD

For the energy relative to the best compared isomer or geometry (same formula, charge and spin), the calculation gives 202.1 kJ/mol. The HOMO energy comes out at -9.4751 eV. As for the total energy: -691.96895 Ha. The calculation puts the orbital gap at 0.38061 Eh.

Geometry as ORCA input:
```
! RIJCOSX wB97M-V def2-TZVPD def2/J DEFGRID3
* xyz 0 1
O -0.41453 -1.81740 -1.20602
C -0.26965 -0.54884 -0.89160
C -1.14194 -0.07081 0.27822
C 0.28324 -0.21475 0.41617
C 1.18108 0.95800 0.73487
Cl 1.18496 2.18545 -0.61144
H -1.11483 -1.84618 -1.83784
H -0.08219 0.24656 -1.62495
H -1.73916 -0.80393 0.61915
H -1.72672 0.95290 0.38159
H 0.53365 -1.01533 1.14984
H 2.25200 0.67614 0.84116
H 1.05410 1.29820 1.75084
*
```

These are the Löwdin partial charges, in e, on atoms 1 to 6: O 0.0537; C -0.4054; C -0.0846; C -0.3592; C -0.4974; Cl 0.5474

C4H7ClO2S | ωB97M-V/def2-TZVPD

For the energy relative to the best compared isomer or geometry (same formula, charge and spin), the calculation gives 276.9 kJ/mol. The HOMO energy comes out at -9.6270 eV. As for the total energy: -1165.34128 Ha. The calculation puts the orbital gap at 0.37524 Eh.

Geometry as ORCA input:
```
! RIJCOSX wB97M-V def2-TZVPD def2/J DEFGRID3
* xyz 0 1
C -2.65354 1.21018 -0.82876
C -1.64625 0.98854 0.06910
C 2.00191 -1.06025 -0.94492
C 2.51086 -0.45865 0.12178
O -0.96017 -0.90454 -1.56774
O -2.06895 -1.55224 0.53812
S -0.83980 -0.67930 -0.13437
Cl 1.63437 1.01238 0.63179
H -3.25675 2.02632 -0.46414
H -3.06901 0.70692 -1.65076
H -1.47805 1.72817 0.78669
H -2.91029 -1.13071 0.34139
H 1.06021 -0.78111 -1.44646
H 2.64832 -1.66308 -1.54796
H 3.23228 -0.71868 0.92807
*
```

These are the Löwdin partial charges, in e, on atoms 1 to 6: C -0.0170; C -0.2618; C -0.1182; C -0.5462; O -0.4713; O -0.2903

C4H7ClO2S | ωB97M-V/def2-TZVPD

For the energy relative to the best compared isomer or geometry (same formula, charge and spin), the calculation gives 232.6 kJ/mol. The HOMO energy comes out at -10.6785 eV. As for the total energy: -1165.35813 Ha. The calculation puts the orbital gap at 0.33044 Eh.

Geometry as ORCA input:
```
! RIJCOSX wB97M-V def2-TZVPD def2/J DEFGRID3
* xyz 0 1
C -1.03340 -0.90723 -1.11087
C -1.87473 0.31118 -0.79769
C -0.67106 0.00787 -0.02942
C 1.97357 -0.18826 0.96206
O 0.56431 2.08063 1.05712
O 1.22977 1.22830 -1.16100
S 0.81809 0.96532 0.19798
Cl -1.06981 -0.85266 2.21095
H -1.43837 -1.87619 -0.86043
H -0.38594 -0.90687 -1.97765
H -1.82552 1.18196 -1.43973
H -2.84535 0.15704 -0.35149
H 1.93482 -1.11029 0.39682
H 2.96441 0.24931 0.91741
H 1.65922 -0.34011 1.98594
*
```

These are the Löwdin partial charges, in e, on atoms 1 to 6: C -0.1081; C -0.0966; C -0.4304; C -0.1434; O -0.2950; O -0.3046

C4H7ClOS | ωB97M-V/def2-TZVPD

For the energy relative to the best compared isomer or geometry (same formula, charge and spin), the calculation gives 340.2 kJ/mol. The HOMO energy comes out at -9.3179 eV. As for the total energy: -1090.09636 Ha. The calculation puts the orbital gap at 0.33442 Eh.

Geometry as ORCA input:
```
! RIJCOSX wB97M-V def2-TZVPD def2/J DEFGRID3
* xyz 0 1
C -1.23286 -1.52241 0.32150
C -0.13233 -0.05748 0.35186
C 1.03802 -0.29735 1.21080
C -0.56458 1.00321 -0.29584
O -3.38756 -2.75989 -0.39676
S -2.64969 -1.54481 -0.51347
Cl -1.40599 0.01673 -3.59132
H -0.73575 -2.44291 0.79491
H 1.65665 0.62588 1.23990
H 1.55493 -1.07949 0.83023
H 0.86395 -0.69175 2.20227
H -1.46112 0.93759 -0.73825
H 0.01457 1.76976 -0.56177
H -0.76241 0.35699 -2.54266
*
```

These are the Löwdin partial charges, in e, on atoms 1 to 6: C -0.2852; C -0.2671; C -0.0850; C -0.0128; O -0.5474; S 0.8342

C4H7ClOS | ωB97M-V/def2-TZVPD

For the energy relative to the best compared isomer or geometry (same formula, charge and spin), the calculation gives 173.8 kJ/mol. The HOMO energy comes out at -8.5510 eV. As for the total energy: -1090.15972 Ha. The calculation puts the orbital gap at 0.33065 Eh.

Geometry as ORCA input:
```
! RIJCOSX wB97M-V def2-TZVPD def2/J DEFGRID3
* xyz 0 1
C -2.71617 0.08584 -0.50674
S -1.55965 -1.15062 0.19460
C -0.03903 -0.18057 0.27596
C 1.04571 -0.95862 -0.06274
Cl 2.68908 -0.24385 -0.17928
C -0.00444 1.23930 0.65294
O -0.37709 2.23253 -0.19362
H -2.67455 0.26081 -1.57487
H -2.54551 1.08884 -0.03546
H -3.70152 -0.40746 -0.19531
H 1.05940 -2.02419 -0.30370
H 0.96752 1.43792 1.08628
H -0.64609 1.33870 1.51015
H 0.08115 1.88475 -1.16044
*
```

These are the Löwdin partial charges, in e, on atoms 1 to 6: C -0.3925; S 0.8450; C -0.5976; C -0.5180; Cl 0.5493; C -0.4145

C4H7ClOS | ωB97M-V/def2-TZVPD

For the energy relative to the best compared isomer or geometry (same formula, charge and spin), the calculation gives 379.7 kJ/mol. The HOMO energy comes out at -8.6469 eV. As for the total energy: -1090.08132 Ha. The calculation puts the orbital gap at 0.33616 Eh.

Geometry as ORCA input:
```
! RIJCOSX wB97M-V def2-TZVPD def2/J DEFGRID3
* xyz 0 1
C 2.36283 0.38000 1.71520
C 2.25788 -0.76974 1.38762
Cl 2.50588 -2.27627 0.77465
H 2.22350 1.39051 1.89203
C -0.19925 0.09347 -1.51925
C -0.73087 0.95533 -0.36289
S -2.53278 0.50623 -0.17285
O -2.37494 -1.06890 0.39194
H -0.56130 -1.01507 -1.26492
H -0.51036 0.38262 -2.62004
H 0.83164 -0.02258 -1.51043
H -0.56799 2.02235 -0.54690
H -0.14256 0.50583 0.40059
H -2.56168 -1.08377 1.43524
*
```

These are the Löwdin partial charges, in e, on atoms 1 to 6: C 0.0372; C -0.7253; Cl 0.6935; H 0.0165; C -0.2099; C -0.4979

C4H7ClS | ωB97M-V/def2-TZVPD

For the energy relative to the best compared isomer or geometry (same formula, charge and spin), the calculation gives 94.5 kJ/mol. The HOMO energy comes out at -8.5608 eV. As for the total energy: -1014.93287 Ha. The calculation puts the orbital gap at 0.33237 Eh.

Geometry as ORCA input:
```
! RIJCOSX wB97M-V def2-TZVPD def2/J DEFGRID3
* xyz 0 1
C -0.39061 1.17377 -0.58761
C -0.41243 0.00477 0.10127
C -1.73358 -0.32592 0.80882
Cl -2.89195 -0.88794 -0.53875
S 0.57689 -1.38933 -0.29355
C 2.19271 -0.51332 -0.18219
H 0.33583 1.28237 -1.41314
H -0.96342 1.97590 -0.15101
H -1.75292 -1.06968 1.60737
H -2.19848 0.68444 1.07456
H 2.08030 0.17183 -1.01986
H 3.07547 -1.16317 -0.12728
H 2.08220 0.05628 0.72138
*
```

These are the Löwdin partial charges, in e, on atoms 1 to 6: C -0.0139; C -0.7523; C -0.5294; Cl 0.4752; S 0.8225; C -0.3616

C4H7ClS | ωB97M-V/def2-TZVPD

Its expectation value of S² is 2.016. For the energy relative to the best compared isomer or geometry (same formula, charge and spin), the calculation gives 152.6 kJ/mol. The HOMO energy (spin up / spin down) comes out at -8.5734 / -8.7173 eV. As for the total energy: -1014.80340 Ha. The calculation puts the orbital gap (spin up / spin down) at 0.34560 / 0.24894 Eh.

Geometry as ORCA input:
```
! RIJCOSX wB97M-V def2-TZVPD def2/J DEFGRID3
* xyz 0 3
C 2.61383 0.50765 0.16153
C 1.68051 1.46069 0.19152
C 2.27709 -0.97714 -0.01312
C -3.77730 0.31835 -0.05522
S -2.23878 -0.10110 0.71920
Cl 0.01841 1.29063 0.15188
H 3.70446 0.71156 0.18612
H 2.44858 -1.52793 0.90461
H 2.99218 -1.54785 -0.71311
H 1.24747 -1.06419 -0.30580
H -4.33871 -0.47899 -0.61332
H -3.64342 1.29714 -0.52082
H -4.40550 0.46749 0.89734
*
```

These are the Löwdin partial charges, in e, on atoms 1 to 6: C -0.2737; C -0.4941; C -0.1260; C -0.5722; S 0.5113; Cl 0.5649

C4H7F | ωB97M-V/def2-TZVPD

For the energy relative to the best compared isomer or geometry (same formula, charge and spin), the calculation gives 331.6 kJ/mol. The HOMO energy comes out at -10.3815 eV. As for the total energy: -256.31757 Ha. The calculation puts the orbital gap at 0.41988 Eh.

Geometry as ORCA input:
```
! RIJCOSX wB97M-V def2-TZVPD def2/J DEFGRID3
* xyz 0 1
C -0.27358 -0.79323 0.49531
C 0.54223 0.44808 0.77687
C 0.09006 0.98452 -0.41728
C -0.40928 -0.60542 -0.84640
H -1.32277 -0.65567 0.77364
H 1.60597 0.26055 0.88818
H 0.27269 0.87774 1.78602
H 0.81389 1.54934 -0.90062
H -0.76377 1.92627 -0.38613
H 0.51046 -1.14732 -1.36657
H -1.53994 -0.76390 -1.25379
F 0.47404 -2.08096 0.45077
*
```

These are the Löwdin partial charges, in e, on atoms 1 to 6: C -0.3751; C -0.2215; C -0.1700; C -0.1112; H 0.1565; H 0.1258

C4H7F | ωB97M-V/def2-TZVPD

For the energy relative to the best compared isomer or geometry (same formula, charge and spin), the calculation gives 86.5 kJ/mol. The HOMO energy comes out at -10.4165 eV. As for the total energy: -256.41090 Ha. The calculation puts the orbital gap at 0.42260 Eh.

Geometry as ORCA input:
```
! RIJCOSX wB97M-V def2-TZVPD def2/J DEFGRID3
* xyz 0 1
C -0.04808 -1.48374 -0.05305
C 0.47666 -0.05819 -0.07710
F 1.95425 -0.10011 -0.15599
C -0.10838 0.95168 0.76638
C -0.30375 1.05642 -0.73190
H 0.30270 -2.01182 0.93315
H -0.00436 -2.04257 -1.07812
H -1.10348 -1.28120 0.17946
H 0.48322 1.82241 1.19777
H -0.82627 0.60383 1.45006
H -1.08736 0.69256 -1.30527
H 0.26485 1.85073 -1.12539
*
```

These are the Löwdin partial charges, in e, on atoms 1 to 6: C -0.0278; C -0.4844; F -0.0695; C -0.0915; C -0.0372; H 0.1211

Q: What is the formula in the fourth record?
A: C4H7ClO2S